No. 1
{
  "formula": "C8H4F6NO2RhSSbSeTe",
  "method": "wB97M-V/def2-TZVPD",
  "charge": -2,
  "lumo_ev": [4.23, 2.69],
  "energy_ha": -4530.3456,
  "multiplicity": 6,
  "homo_lumo_gap_ev": [6.65, 5.27],
  "species": ["Te", "Sb", "Rh", "Se", "S", "F", "F", "F", "F", "F", "F", "O", "O", "N", "C", "C", "C", "C", "C", "C", "C", "C", "H", "H", "H", "H"],
  "xyz": [[-1.099, 2.064, -0.996], [-4.080, -0.063, -0.035], [0.209, 0.177, 0.133], [1.894, -4.323, -0.188], [0.097, 0.467, 2.462], [-4.501, -1.155, 1.453], [-4.419, -1.458, -1.261], [-2.320, -0.766, 0.139], [-3.630, 1.384, 1.089], [-5.910, 0.454, -0.012], [-3.919, 1.062, -1.552], [4.301, 0.166, 0.509], [2.221, 0.902, 0.264], [0.597, -1.729, -0.701], [3.183, 0.409, 0.951], [4.108, -0.115, 4.572], [1.720, 0.046, 4.523], [2.952, 0.207, 2.451], [1.113, -2.749, -0.463], [2.888, -0.107, 5.240], [4.120, 0.031, 3.199], [1.716, 0.220, 3.125], [5.036, -0.243, 5.119], [0.763, 0.044, 5.032], [2.848, -0.225, 6.317], [5.048, 0.008, 2.644]],
  "lowdin_spin": [1.731, 0.017, 2.354, 0.033, 0.327, 0.002, 0.002, 0.047, 0.029, 0.001, 0.055, 0.017, 0.158, 0.073, 0.014, 0.019, 0.028, 0.020, 0.035, -0.001, -0.003, 0.037, 0.002, 0.004, 0.000, 0.000]
}

No. 2
{
  "formula": "C8H5AuCl2IrNO3S",
  "method": "wB97M-V/def2-TZVPD",
  "charge": 4,
  "relative_energy_ev": 0.850,
  "lumo_ev": [-15.89, -20.44],
  "energy_ha": -2144.8578,
  "multiplicity": 7,
  "homo_lumo_gap_ev": [5.86, 1.80],
  "species": ["Au", "Ir", "Cl", "Cl", "S", "O", "O", "O", "N", "C", "C", "C", "C", "C", "C", "C", "C", "H", "H", "H", "H", "H"],
  "xyz": [[-1.275, -3.316, -3.964], [-1.136, -0.483, 0.205], [0.524, -4.104, -2.819], [-2.384, -2.265, 0.809], [0.874, 0.089, -0.294], [-3.172, 1.647, 0.797], [-1.437, -3.071, -7.064], [-4.235, -2.800, -4.869], [2.138, 0.399, 2.061], [1.139, 2.391, 1.230], [1.906, 2.251, 3.514], [-3.157, -2.903, -4.459], [2.330, 0.963, 3.293], [1.401, 1.036, 1.096], [1.347, 2.991, 2.471], [-1.415, -3.025, -5.908], [-2.387, 0.837, 0.478], [2.027, 2.695, 4.498], [2.395, -0.576, 1.895], [1.028, 4.014, 2.620], [2.820, 0.336, 4.026], [0.669, 2.893, 0.384]],
  "lowdin_spin": [0.468, 2.155, 0.301, 0.882, 0.525, 0.084, 0.007, 0.020, 0.238, 0.287, 0.198, 0.099, -0.038, 0.056, 0.372, 0.140, 0.181, 0.005, 0.006, 0.011, -0.003, 0.008]
}

No. 3
{
  "formula": "C8H5Cl2F3S",
  "method": "wB97M-V/def2-TZVPD",
  "lumo_ev": [-2.14, -1.63],
  "energy_ha": -1925.8755,
  "homo_lumo_gap_ev": [5.46, 6.71],
  "species": ["Cl", "Cl", "S", "F", "F", "F", "C", "C", "C", "C", "C", "C", "C", "C", "H", "H", "H", "H", "H"],
  "xyz": [[0.134, -0.924, 3.228], [-0.263, 1.644, 2.535], [3.594, 0.123, -1.026], [-1.947, -1.540, 1.789], [-2.297, 0.798, 1.163], [-0.057, -1.545, 0.746], [1.152, -0.666, -1.852], [-0.225, -0.705, -1.874], [1.893, 0.180, -0.914], [-0.886, 0.071, -1.039], [-0.965, 0.594, 1.303], [-0.705, -0.886, 1.740], [-0.317, 0.941, -0.084], [1.151, 1.078, -0.104], [1.736, -1.477, -2.310], [-0.816, 1.911, -0.260], [-1.935, -0.129, -0.975], [-0.784, -1.494, -2.430], [1.536, 2.027, 0.364]],
  "lowdin_charge": [0.789, 0.731, 0.600, 0.034, 0.041, 0.063, -0.082, -0.089, -0.746, -0.086, -0.747, -0.862, -0.310, -0.027, 0.107, 0.181, 0.131, 0.142, 0.129]
}

No. 4
{
  "formula": "C8H5Cl2NS",
  "method": "wB97M-V/def2-TZVPD",
  "relative_energy_ev": 0.000,
  "lumo_ev": -0.74,
  "energy_ha": -1681.1155,
  "smiles": "N#C[C@](Cl)(SCl)c1ccccc1",
  "homo_lumo_gap_ev": 9.10,
  "species": ["Cl", "Cl", "S", "N", "C", "C", "C", "C", "C", "C", "C", "C", "H", "H", "H", "H", "H"],
  "xyz": [[-0.123, 2.879, -1.193], [-2.802, -0.930, -1.552], [-1.981, 0.865, -2.245], [-2.957, 2.017, 1.135], [1.698, -1.228, -0.535], [0.902, -0.295, -1.063], [0.867, -0.814, 1.668], [1.731, -1.435, 0.825], [-2.185, 1.635, 0.393], [0.000, 0.351, -0.224], [-1.029, 1.355, -0.771], [-0.060, 0.088, 1.114], [0.989, -1.152, 2.648], [2.363, -2.140, 1.281], [0.941, -0.140, -2.079], [2.342, -1.668, -1.154], [-0.695, 0.611, 1.752]],
  "lowdin_charge": [0.638, 0.165, 0.498, 0.155, -0.062, -0.057, -0.038, -0.071, -0.277, -0.337, -1.035, -0.024, 0.094, 0.097, 0.095, 0.076, 0.084]
}

No. 5
{
  "formula": "C8H5ClN2O2",
  "method": "wB97M-V/def2-TZVPD",
  "relative_energy_ev": 0.000,
  "lumo_ev": -0.92,
  "energy_ha": -1027.8759,
  "smiles": "N#C[C@@](Cl)(c1ccccc1)[N+](=O)[O-]",
  "homo_lumo_gap_ev": 8.97,
  "species": ["Cl", "O", "O", "N", "N", "C", "C", "C", "C", "C", "C", "C", "C", "H", "H", "H", "H", "H"],
  "xyz": [[-2.133, 1.374, -1.836], [-2.284, 0.055, 1.843], [-2.756, -0.989, 0.027], [-1.243, 3.298, 0.987], [-2.335, -0.034, 0.655], [-0.024, -0.832, -1.088], [-1.399, 2.251, 0.586], [0.995, 0.722, 0.574], [2.139, -1.265, -0.248], [-0.075, 0.385, -0.198], [2.110, -0.152, 0.590], [1.140, -1.554, -1.135], [-1.449, 0.976, -0.127], [1.184, 1.451, 1.372], [1.039, -2.493, -1.670], [-0.905, -1.321, -1.431], [3.048, -1.874, -0.114], [2.949, 0.001, 1.213]],
  "lowdin_charge": [0.680, 0.131, 0.075, 0.216, -0.360, -0.014, -0.248, -0.022, -0.083, -0.204, -0.056, -0.087, -0.576, 0.131, 0.114, 0.091, 0.116, 0.093]
}

No. 6
{
  "formula": "C8H5ClN2O3",
  "method": "wB97M-V/def2-TZVPD",
  "relative_energy_ev": 0.000,
  "lumo_ev": -1.23,
  "energy_ha": -1103.0585,
  "homo_lumo_gap_ev": 8.18,
  "species": ["Cl", "O", "O", "O", "N", "N", "C", "C", "C", "C", "C", "C", "C", "C", "H", "H", "H", "H", "H"],
  "xyz": [[3.442, -3.352, -2.729], [1.386, -1.006, -4.995], [0.452, -0.396, -2.050], [1.215, -3.107, -4.466], [1.752, -1.437, -0.498], [1.712, -1.998, -4.362], [-0.078, -0.113, -0.823], [1.431, -1.198, -1.709], [-0.647, 0.354, 1.772], [-1.530, 0.890, 0.762], [0.467, -0.394, 1.500], [0.720, -0.741, 0.172], [-1.193, 0.702, -0.561], [2.728, -1.872, -3.350], [-2.381, 1.519, 0.900], [1.174, -0.699, 2.183], [-0.674, 0.505, 2.808], [-1.835, 1.275, -1.262], [3.501, -1.020, -3.343]],
  "lowdin_charge": [0.666, 0.082, 0.128, 0.047, 0.179, -0.475, -0.187, -0.195, -0.062, -0.059, -0.021, -0.187, -0.005, -0.438, 0.093, 0.093, 0.084, 0.131, 0.126]
}

no.,molecular weight (g mol⁻¹)
1,723.41
2,655.29
3,261.09
4,218.11
5,196.59
6,212.59